(1)
DFT (wB97M-V/def2-TZVPD) results for a 15-piece molecular cluster, C20H70N6O15 overall at a distorted geometry.

Cartesian coordinates (Å):
C1 2.9523 2.1886 -2.0313
C2 2.2660 0.8525 -2.1351
O1 3.2807 -0.0183 -1.7637
H1 3.7066 2.1123 -2.8094
H2 3.4474 2.3512 -1.1251
H3 2.2282 2.9548 -2.2054
H4 1.9180 0.7181 -3.1477
H5 1.3464 0.8801 -1.5703
H6 3.6284 -0.4646 -2.5334
C3 -6.2918 -0.9978 0.3340
C4 -5.2414 -0.8460 1.5296
O2 -5.5054 -1.8859 2.3739
H7 -5.8727 -1.6561 -0.4198
H8 -6.4487 -0.0055 0.0903
H9 -7.2919 -1.3914 0.6097
H10 -5.3659 0.0923 2.1748
H11 -4.1801 -0.9929 1.1953
H12 -5.4039 -1.5934 3.2212
C5 0.9734 3.1089 5.1163
C6 1.3923 1.7916 4.5187
O3 0.4510 1.2072 3.6950
H13 0.8183 3.9531 4.3580
H14 1.7653 3.4613 5.8044
H15 0.0866 2.8489 5.8263
H16 1.5031 0.9868 5.2535
H17 2.3304 1.7028 4.0291
H18 0.8148 0.2661 3.6216
C7 2.5163 -3.4866 1.3132
C8 3.4650 -4.0820 0.2810
O4 4.5059 -3.1797 -0.0609
H19 3.1698 -3.0242 2.1171
H20 1.9377 -4.2441 1.8173
H21 1.8983 -2.7836 0.8425
H22 2.9094 -4.3529 -0.6255
H23 3.7401 -5.0064 0.7393
H24 5.1908 -3.7578 -0.3946
C9 0.7006 -2.5161 -2.1258
C10 1.9750 -2.6903 -2.9371
O5 1.9308 -1.8200 -4.0580
H25 0.5698 -1.4729 -1.9372
H26 0.7200 -3.0930 -1.2003
H27 -0.2489 -2.9138 -2.5817
H28 2.2768 -3.7517 -3.1264
H29 2.8585 -2.3977 -2.2639
H30 2.6117 -2.0829 -4.6855
C11 4.3649 -0.1454 1.9993
O6 5.2171 -1.0153 2.6887
N1 3.5751 -0.5543 1.0738
N2 4.3200 1.1538 2.3021
H31 3.7397 -1.5395 0.8054
H32 3.2972 0.0640 0.3247
H33 4.7513 1.3758 3.2650
H34 3.3468 1.6115 2.0727
C12 -3.4718 -2.5025 -2.1201
O7 -2.8966 -1.8419 -0.9939
N3 -4.4994 -3.3040 -1.9474
N4 -3.2758 -2.3525 -3.4079
H35 -4.6840 -3.4849 -0.8608
H36 -5.0601 -3.7028 -2.7046
H37 -2.4692 -1.8850 -3.8104
H38 -3.9520 -2.6978 -4.0872
C13 -0.6435 3.5187 -3.3200
O8 0.4960 3.1882 -4.0427
N5 -1.3584 4.5833 -3.6137
N6 -1.0665 2.8754 -2.2644
H39 -0.9730 5.2679 -4.2728
H40 -1.8841 4.9859 -2.9026
H41 -0.6425 1.9889 -2.1171
H42 -1.9581 2.9495 -1.7010
C14 -4.0071 2.0291 -0.5095
O9 -3.7111 3.1210 -1.2671
H43 -3.7227 1.1427 -1.0895
H44 -5.0836 2.0677 -0.4874
H45 -3.6080 2.1276 0.4971
H46 -4.0551 2.9990 -2.2099
C15 -1.0252 3.6932 0.8559
O10 0.1347 3.4640 0.0627
H47 -1.5810 4.4357 0.3539
H48 -0.7262 3.9797 1.8622
H49 -1.5939 2.7715 0.9169
H50 -0.2011 3.1884 -0.7297
C16 -1.6144 -3.4772 1.6523
O11 -1.0229 -3.9882 0.5002
H51 -0.8216 -3.1261 2.3232
H52 -1.9582 -4.3441 2.2191
H53 -2.4982 -2.8416 1.5961
H54 -1.2740 -3.3492 -0.2340
C17 2.0320 -1.5889 4.2435
O12 1.4187 -1.1171 3.0692
H55 1.4111 -1.5756 5.1459
H56 2.9495 -0.9647 4.4568
H57 2.2860 -2.6534 4.1022
H58 2.0365 -1.1355 2.3741
C18 -0.3156 -0.0028 0.6045
O13 -1.4024 0.1879 -0.3808
H59 -0.6169 -0.3770 1.5662
H60 0.1457 0.8377 1.0185
H61 0.4557 -0.6889 0.1853
H62 -1.9852 -0.5715 -0.3237
C19 2.8408 4.1465 1.0145
O14 2.2785 2.9239 1.5679
H63 3.9159 3.9929 1.1624
H64 2.5262 5.0168 1.6063
H65 2.7764 4.3406 -0.1480
H66 1.3956 2.9340 1.1791
C20 -1.2457 0.0803 -3.9315
O15 -1.0534 -1.1696 -4.5538
H67 -0.7296 0.0995 -2.9739
H68 -2.2483 0.4497 -3.6979
H69 -0.7155 0.8974 -4.5347
H70 -0.0940 -1.4613 -4.5539

As for the HOMO energy: -8.30 eV. Its frontier orbital gap is 8.4104 eV. As for the net charge: 0.

---

(2)
DFT (wB97M-V/def2-TZVPD) results for a 16-piece molecular cluster, C20H72N16O16 overall at a distorted geometry.

Cartesian coordinates (Å):
C1 -3.7473 4.1801 -2.2232
C2 -2.9783 2.9541 -2.5562
O1 -1.9263 3.1791 -3.4862
H1 -4.5113 4.0191 -1.4772
H2 -4.1583 4.5891 -3.1352
H3 -3.1043 5.0461 -1.9332
H4 -3.5883 2.1681 -2.9872
H5 -2.6423 2.5131 -1.6372
H6 -1.8603 2.3321 -4.0012
C3 -3.7993 -2.2369 -3.1922
C4 -3.8873 -0.9669 -2.3222
O2 -2.7103 -0.2309 -2.2412
H7 -4.6403 -2.9469 -3.0892
H8 -2.9443 -2.7729 -2.8222
H9 -3.5353 -1.9849 -4.2352
H10 -4.0783 -1.2339 -1.2652
H11 -4.6383 -0.2819 -2.7242
H12 -2.1363 -0.7129 -1.6252
C5 2.9047 -4.6029 -0.3822
C6 2.6927 -3.6819 -1.5612
O3 1.9287 -2.5579 -1.1322
H13 3.4117 -5.4969 -0.7082
H14 1.9817 -4.8839 0.1038
H15 3.5717 -4.1139 0.2828
H16 2.0677 -4.2929 -2.2762
H17 3.6387 -3.3969 -1.9562
H18 0.9397 -2.8009 -1.0312
C7 2.1807 3.3641 2.3718
C8 1.3767 4.1851 3.4218
O4 1.5707 3.8191 4.7448
H19 1.9527 2.3211 2.3238
H20 3.2047 3.5561 2.3678
H21 1.9127 3.6171 1.3808
H22 0.3257 4.1061 3.1438
H23 1.7607 5.1851 3.4348
H24 1.0857 3.0041 4.8008
C9 -0.7543 1.7751 4.3348
O5 -1.8253 2.6061 4.6308
N1 0.1477 1.4811 5.1608
N2 -0.5663 1.1251 3.1978
H25 0.0937 1.9941 6.0598
H26 0.5517 0.5421 5.0888
H27 -1.4213 0.9641 2.5358
H28 0.3167 0.7561 2.9308
C10 -1.1883 -2.7729 -0.2212
O6 -1.8403 -1.5879 0.0658
N3 -0.5223 -3.0309 -1.2622
N4 -1.0803 -3.7259 0.7128
H29 -0.4903 -2.3289 -2.0282
H30 -0.3823 -4.0329 -1.5032
H31 -1.4283 -3.5449 1.6768
H32 -0.9193 -4.7089 0.5698
C11 4.3057 2.2211 -0.4782
O7 4.1617 3.3951 -1.1262
N5 4.8747 2.1101 0.6868
N6 3.9577 1.0891 -0.9992
H33 5.2127 2.9141 1.2138
H34 4.8937 1.2331 1.2738
H35 3.3507 1.1081 -1.8072
H36 3.9147 0.1921 -0.4652
C12 -0.2923 0.8791 -4.6672
O8 0.4377 1.0301 -5.7882
N7 0.3397 0.8151 -3.5142
N8 -1.5813 0.6381 -4.5752
H37 1.4127 0.8751 -3.5102
H38 -0.1633 0.9821 -2.6282
H39 -2.1703 0.6681 -5.4812
H40 -2.0013 0.3851 -3.6582
C13 0.1987 -2.5899 -4.3182
O9 0.8237 -3.8179 -4.6402
N9 0.7357 -1.7249 -3.4822
N10 -0.8753 -2.1869 -4.9532
H41 1.6247 -1.9159 -3.0072
H42 0.3897 -0.7339 -3.4562
H43 -1.3533 -2.9409 -5.5282
H44 -1.3373 -1.3269 -4.7782
C14 3.5657 -0.5859 1.5218
O10 2.2957 -0.3049 2.0928
N11 4.7057 -0.3489 2.0618
N12 3.7427 -1.1779 0.3788
H45 4.6487 -0.2759 3.0298
H46 5.5807 -0.7529 1.7398
H47 2.9337 -1.7099 0.0048
H48 4.6067 -1.5649 -0.0162
C15 -1.5553 -2.4019 4.0558
O11 -2.4723 -1.8239 4.9508
N13 -0.6623 -1.6219 3.5168
N14 -1.4273 -3.6309 3.6808
H49 -0.8143 -0.6239 3.6388
H50 0.0847 -1.9219 2.7828
H51 -0.5373 -4.0229 3.3868
H52 -2.1733 -4.2589 3.9838
C16 1.4557 -3.7799 2.8888
O12 2.4397 -3.6239 3.8788
N15 1.1697 -2.8129 2.0188
N16 0.7647 -4.8849 2.6998
H53 1.6337 -1.9079 2.0668
H54 0.4307 -2.9979 1.3128
H55 1.0107 -5.7259 3.2528
H56 0.2817 -5.1019 1.8008
C17 -3.8633 0.4601 2.2828
O13 -2.5943 0.5441 1.6458
H57 -4.5753 0.2621 1.4928
H58 -3.9983 1.3971 2.6688
H59 -3.9973 -0.2459 3.0878
H60 -2.6273 -0.1269 0.9748
C18 0.5127 0.6921 -0.2962
O14 -0.6043 1.3581 -0.8092
H61 0.3527 0.1781 0.6968
H62 1.4207 1.2981 -0.2402
H63 0.7217 -0.2329 -0.7512
H64 -0.8553 2.0641 -0.2392
C19 0.8267 4.2831 -2.2612
O15 -0.3403 4.6551 -1.6172
H65 1.7407 4.6811 -1.7442
H66 0.7247 4.7961 -3.2632
H67 0.8687 3.2231 -2.4102
H68 -1.0463 4.5471 -2.2322
C20 -2.2303 3.4921 1.1608
O16 -0.8373 3.2991 1.1878
H69 -2.6723 3.3681 2.1458
H70 -2.7413 2.9401 0.3948
H71 -2.3753 4.5041 0.8548
H72 -0.6953 2.6761 1.9088

As for the HOMO energy: -9.04 eV. Its frontier orbital gap is 7.7465 eV. As for the net charge: 0.